(1)
DFT (ωB97M-V with the def2-TZVPD basis set) results for a molecular structure, C4H14IN4O3 at a distorted geometry.

Output
- HOMO level: -4.389 eV
- Relative energy (zero: lowest compared OMol25 entry of this formula, charge and spin): 141.1 kcal/mol
- Total charge: -1
- Kohn-Sham gap: 0.27111 Ha

Last column: natural (NBO) charge in e.
Atoms and positions in Å:
I  0.4375  -0.3221  -0.1415  -0.46
C  0.2808  2.7365  -1.9731  -0.63
C  0.1634  1.6236  -2.9877  -0.06
O  1.0581  0.7215  -2.5358  -0.78
H  -0.5182  3.4388  -2.2108  0.17
H  1.2533  3.2249  -1.9120  0.20
H  -0.0471  2.4405  -0.9767  0.22
H  0.4482  1.9252  -3.9957  0.16
H  -0.8737  1.3034  -2.8888  0.14
H  0.7376  0.3173  -1.7262  0.38
C  1.7204  -2.0461  2.9344  0.74
O  0.6740  -2.5820  3.1977  -0.68
N  1.8106  -1.1772  1.9406  -0.85
N  2.8016  -2.0399  3.6112  -0.82
H  1.0372  -0.9454  1.3337  0.32
H  2.6554  -0.7267  1.6190  0.36
H  3.6908  -1.6796  3.2955  0.38
H  2.8504  -2.6219  4.4353  0.38
C  -2.9717  -0.7843  -0.0942  0.76
O  -3.9694  -1.4509  -0.1192  -0.71
N  -2.3708  -0.1843  0.9465  -0.89
N  -2.3886  -0.4641  -1.1875  -0.85
H  -2.8750  -0.0451  1.8106  0.39
H  -1.4000  0.0369  0.7773  0.37
H  -1.5926  0.1434  -1.0556  0.38
H  -2.6125  -0.8422  -2.0969  0.39

(2)
DFT (ωB97M-V with the def2-TZVPD basis set) results for a molecular structure, C29H41F5P2SSm at a distorted geometry.

Output
- Expectation value of S²: 8.7689
- Spin multiplicity: 6
- HOMO level (spin up / spin down): -10.724 / -10.714 eV
- Relative energy (zero: lowest compared OMol25 entry of this formula, charge and spin): 31.2 kcal/mol
- Total charge: +1
- Kohn-Sham gap (spin up / spin down): 0.23457 / 0.24060 Ha

Last column: Löwdin charge in e.
Atoms and positions in Å:
Sm  -0.2620  -0.3449  1.6883  1.52
C  -2.0123  -1.2293  3.1515  -0.30
C  -1.6139  -2.3191  2.2753  -0.30
C  0.2781  -1.6649  3.5260  -0.35
C  -0.8430  -0.7993  3.9094  -0.32
C  -0.2013  -2.6072  2.5170  -0.31
C  -3.3951  -0.7101  3.3292  -0.04
H  -3.9829  -0.8162  2.4140  0.08
H  -3.4039  0.3396  3.6363  0.08
H  -3.8758  -1.3021  4.1148  0.11
C  -0.7757  0.2950  4.9067  0.00
H  -1.6570  0.9395  4.8661  0.09
H  0.1143  0.9173  4.7562  0.06
H  -0.7161  -0.1599  5.8999  0.11
C  1.6290  -1.6286  4.1116  -0.04
H  1.5773  -2.1725  5.0569  0.11
H  1.9599  -0.6048  4.3040  0.03
H  2.3700  -2.1048  3.4663  0.09
C  0.5943  -3.7125  1.9196  -0.02
H  0.4761  -4.5861  2.5697  0.11
H  1.6592  -3.4695  1.8600  0.09
H  0.2393  -3.9832  0.9249  0.07
C  -2.5203  -3.1329  1.4297  -0.02
H  -2.7974  -4.0118  2.0222  0.11
H  -2.0415  -3.4795  0.5125  0.08
H  -3.4299  -2.5931  1.1698  0.07
C  -0.9944  1.4990  0.5838  -0.24
C  -2.1108  0.6660  0.6180  -0.20
C  -2.5893  -0.1510  -0.5303  -0.14
C  -1.4594  -0.8833  -1.2969  -0.16
C  -0.3173  -1.3669  -0.4765  -0.19
C  0.8700  -0.6499  -0.2740  -0.24
C  1.0908  0.7327  -0.7842  -0.19
C  -0.1033  1.7143  -0.5869  -0.15
H  -3.1335  0.5394  -1.2008  0.15
H  -1.0563  -0.2321  -2.0816  0.06
H  -3.3353  -0.8900  -0.1933  0.11
H  -0.7358  1.7110  -1.4825  0.11
H  -0.8424  2.1722  1.4510  0.11
H  -2.8093  0.8031  1.4483  0.11
H  0.3030  2.7368  -0.5035  0.14
H  1.9843  1.1685  -0.3035  0.07
H  1.7511  -1.1864  0.1085  0.14
H  1.3231  0.6304  -1.8548  0.14
H  -1.8865  -1.7540  -1.8227  0.14
H  -0.2959  -2.4371  -0.2447  0.09
P  -0.6415  0.8967  -4.9088  0.78
C  -0.6911  2.7481  -4.8967  -0.33
C  -2.0176  0.5693  -6.1023  -0.32
P  1.7086  -0.9356  -5.7092  0.76
C  0.8014  0.6566  -6.0660  -0.61
C  1.1614  -1.9101  -7.1895  -0.33
C  3.3943  -0.4381  -6.2912  -0.34
H  0.1779  3.1343  -4.3437  0.03
H  -1.5987  3.0818  -4.3739  0.03
H  -0.6860  3.1687  -5.9113  0.04
H  -1.9342  1.1858  -7.0064  0.04
H  -2.9794  0.7786  -5.6115  0.03
H  -2.0029  -0.4919  -6.3872  0.03
H  3.3775  -0.0346  -7.3104  0.04
H  4.0614  -1.3109  -6.2584  0.03
H  3.7966  0.3243  -5.6093  0.03
H  1.4889  1.5115  -5.9460  0.04
H  0.4485  0.6305  -7.1109  0.05
H  1.7314  -2.8487  -7.2322  0.04
H  1.3095  -1.3579  -8.1261  0.04
H  0.0981  -2.1668  -7.0856  0.03
F  2.3524  4.1757  7.2539  0.13
C  2.2548  3.4816  6.1063  -0.11
C  1.2642  3.8036  5.1711  -0.13
F  0.4065  4.8149  5.4280  0.12
C  1.1780  3.0760  3.9892  -0.21
F  0.2019  3.4243  3.0839  0.04
C  2.0476  1.9904  3.6662  -0.58
S  1.9902  1.0958  2.2373  0.76
C  3.0475  1.7327  4.6537  -0.21
F  3.9514  0.7400  4.4027  0.06
C  3.1559  2.4445  5.8403  -0.12
F  4.1232  2.1468  6.7328  0.12

(3)
DFT (ωB97M-V with the def2-TZVPD basis set) results for 2 unconnected molecules or ions with the total composition Cl2O8 at a distorted geometry.

Output
- HOMO level: -2.812 eV
- Relative energy (zero: lowest compared OMol25 entry of this formula, charge and spin): 18.4 kcal/mol
- Total charge: -2
- Kohn-Sham gap: 0.32859 Ha

Last column: natural (NBO) charge in e.
Atoms and positions in Å:
Cl  3.9425  -24.6691  17.3526  2.56
O  4.2936  -25.2591  18.6641  -0.91
O  2.7523  -24.0110  17.4690  -0.87
O  4.7907  -23.6015  16.8791  -0.89
O  4.0409  -25.7648  16.4026  -0.89
Cl  2.6324  -18.3204  13.9206  2.59
O  1.2003  -18.4189  13.6766  -0.91
O  3.0828  -17.1326  13.4451  -0.90
O  2.5909  -18.1047  15.3523  -0.94
O  3.4451  -19.4266  13.5252  -0.84

What is the formula in the second record? C29H41F5P2SSm